No. 1
This record from the OMol25 dataset describes C12H18F9KO6 as an isolated structure. The level of theory is wB97M-V/def2-TZVPD.

```
46
Properties=species:S:1:pos:R:3:lowdin_charge:R:1
K 0.10 0.22 -0.35 0.947
F -1.93 0.53 -3.50 0.154
F 3.28 3.05 -1.05 0.144
F 1.51 2.26 4.63 0.105
F 0.89 3.78 3.17 0.092
F 2.63 2.46 2.89 0.122
F -3.24 -1.09 -3.33 0.093
F 3.69 0.90 -1.04 0.077
F 4.02 2.12 -2.86 0.043
F -4.08 0.82 -2.78 0.107
O -1.39 -1.01 -1.33 -0.290
O -0.63 1.29 2.84 -0.065
O 0.70 1.55 1.03 -0.365
O 0.54 2.28 -1.49 -0.280
O -2.11 1.07 -0.51 -0.245
O 1.30 0.28 -1.96 -0.344
C 2.03 -2.00 -1.85 -0.051
C -0.39 -2.43 0.31 -0.102
C 0.72 1.37 2.44 -0.423
C -2.50 -0.02 -1.30 -0.430
C 1.38 2.49 3.31 -0.552
C -1.03 0.11 3.52 -0.275
C 3.16 1.95 -1.78 -0.467
C -2.56 -0.07 3.69 -0.076
C -1.53 -2.28 -0.66 -0.261
C 1.75 -0.74 -2.74 -0.274
C 1.63 1.64 -2.20 -0.371
C -2.92 0.09 -2.73 -0.558
H -0.62 0.09 4.53 0.096
H -0.52 -3.45 0.68 0.084
H -2.70 -0.91 4.36 0.057
H 2.40 -1.70 -0.86 0.085
H -0.64 -0.85 3.19 0.094
H 1.05 -2.46 -1.80 0.044
H -3.30 -0.58 -0.82 0.122
H 1.01 -1.10 -3.46 0.114
H -3.09 0.77 4.15 0.059
H 2.59 -0.42 -3.35 0.112
H -1.34 -3.02 -1.44 0.105
H 1.32 0.52 2.76 0.131
H -3.12 -0.13 2.76 0.068
H -2.54 -2.49 -0.31 0.114
H 1.60 1.81 -3.28 0.123
H -0.35 -1.62 1.03 0.054
H 0.55 -2.37 -0.22 0.021
H 2.68 -2.73 -2.32 0.066
```

Calculated values
LUMO in eV: 4.187
HOMO level in eV: -0.43
Molar mass in g/mol: 468.3
Energy relative to the best compared isomer or geometry (same formula, charge and spin) in kJ/mol: 396.2
Net charge: -2
E in a.u.: -2418.00279
F_max in hartree/bohr: 0.1845

No. 2
This record from the OMol25 dataset describes C12H18FMnO6 as an isolated structure. The level of theory is wB97M-V/def2-TZVPD.

```
38
Properties=species:S:1:pos:R:3:lowdin_spin:R:1
Mn -2.64 -0.84 -0.80 4.648
F -1.20 -0.25 -0.45 0.233
O 0.51 2.99 1.72 0.001
O 0.50 -1.68 2.19 0.001
O 2.12 -1.74 -2.32 0.005
O 0.97 2.28 -0.37 0.001
O 2.29 -1.82 3.58 0.001
O 1.70 -0.19 -3.91 0.002
C 1.25 -0.93 -2.99 0.002
C -1.22 2.12 -1.31 0.013
C 1.47 -2.23 -1.19 0.003
C -0.12 0.50 2.37 0.002
C 0.04 -2.36 -1.66 0.016
C 1.28 -1.20 3.19 0.000
C 0.27 1.82 -1.53 0.003
C 0.12 2.53 0.64 0.000
C -0.62 -0.86 1.91 0.010
C -0.19 -1.09 -2.53 0.012
C -1.29 2.15 0.22 0.005
C 0.72 0.12 3.60 0.001
H 0.68 2.27 -2.44 0.000
H -1.98 2.95 0.51 0.000
H -1.68 1.19 0.56 0.006
H -0.09 -3.34 -2.14 0.000
H 0.39 0.74 -1.57 0.001
H -0.82 -1.41 -3.36 0.001
H 1.45 0.91 3.82 0.000
H -1.50 -1.19 2.46 0.001
H 1.58 -1.57 -0.33 0.000
H 0.41 1.00 1.56 0.000
H 0.07 -0.10 4.44 0.000
H -0.87 -0.81 0.85 0.010
H -1.51 3.03 -1.85 0.001
H -1.86 1.35 -1.73 0.008
H -0.65 -2.20 -0.83 0.009
H 1.83 -3.21 -0.89 0.000
H -0.92 1.19 2.64 0.000
H -0.48 -0.14 -2.06 0.004
```

Calculated values
LUMO (spin up / spin down) in eV: -7.742 / -8.190
Multiplicity: 6
HOMO level (spin up / spin down) in eV: -12.64 / -12.63
Molar mass in g/mol: 332.2
⟨S²⟩: 8.757
Energy relative to the best compared isomer or geometry (same formula, charge and spin) in kJ/mol: 655.3
Net charge: +1
E in a.u.: -2169.87378
F_max in hartree/bohr: 0.1483